{
  "formula": "C5H8N2O",
  "method": "ωB97M-V with the def2-TZVPD basis set",
  "relative_energy_kcal_mol": 166.1,
  "species": ["C", "C", "C", "O", "C", "N", "N", "C", "H", "H", "H", "H", "H", "H", "H", "H"],
  "xyz": [[-0.986, -0.639, 0.760], [0.173, -0.459, -0.153], [-0.337, 0.277, -1.373], [-0.571, 1.552, -0.701], [-0.090, 1.775, 0.444], [1.039, 1.267, 0.926], [1.290, 0.284, 0.033], [1.555, -1.180, 0.174], [-0.966, -0.837, 1.885], [-1.632, -1.497, 0.026], [-1.928, 0.035, 0.462], [-1.352, -0.186, -1.794], [0.390, 0.385, -2.204], [-0.747, 2.369, 0.941], [1.896, -1.687, 1.090], [2.265, -1.460, -0.513]]
}



{
  "formula": "C6H8O2",
  "method": "ωB97M-V with the def2-TZVPD basis set",
  "relative_energy_kcal_mol": 103.5,
  "species": ["C", "C", "C", "C", "O", "C", "O", "C", "H", "H", "H", "H", "H", "H", "H", "H"],
  "xyz": [[-0.141, 2.213, -0.240], [-0.142, 1.033, -0.098], [-0.403, -0.433, -0.073], [0.704, -1.217, -0.228], [2.020, -0.898, -0.140], [2.487, 0.360, 0.371], [-1.658, -0.905, -0.057], [-2.788, -0.097, 0.248], [-0.306, 3.247, -0.459], [0.609, -2.240, -0.429], [2.644, 1.113, -0.492], [1.718, 0.730, 1.115], [3.424, 0.168, 0.903], [-2.759, 0.186, 1.322], [-3.680, -0.755, 0.043], [-2.856, 0.818, -0.299]]
}